Entry 1:
ORCA calculation (ωB97M-V/def2-TZVPD) on a molecular structure, C12H29AlN4O5 in a non-equilibrium geometry.

HOMO-LUMO gap = 0.0668 Ha
E_LUMO = -11.77 eV
Total charge = +2
Relative energy (zero: lowest compared OMol25 entry of this formula, charge and spin) = 79.4 kcal per mole

```
51
Properties=species:S:1:pos:R:3:forces:R:3:lowdin_charge:R:1
H -3.079 -20.275 12.336 0.009 0.071 0.162 0.137
O 2.285 -17.100 12.481 -0.910 -2.908 -1.895 0.043
C -3.268 -18.543 14.238 1.423 -0.590 0.018 -0.032
N -4.169 -19.655 13.968 -0.749 2.164 1.713 -0.121
H -2.652 -18.721 15.120 -0.717 -0.151 0.968 0.104
O -1.694 -23.236 8.736 0.401 -0.032 -0.002 -0.118
C 0.636 -26.726 2.674 0.052 0.910 1.824 0.007
H 1.615 -19.756 14.352 -0.419 -0.245 -0.093 0.101
C 1.549 -20.583 11.609 -0.261 1.485 0.984 -0.017
H 0.087 -27.111 1.815 -0.026 0.099 0.155 0.105
H 4.253 -24.815 10.489 -0.349 0.335 0.122 0.099
C 2.489 -19.677 13.706 0.266 0.753 1.919 -0.053
H -3.692 -17.543 14.321 -0.371 -0.296 -0.227 0.110
H -1.077 -23.854 9.173 -0.302 0.169 -0.073 -0.039
Al -2.073 -20.254 5.829 -0.020 -0.200 -0.032 0.988
H 1.744 -18.237 10.780 -0.136 0.745 0.021 0.131
H 0.534 -26.319 11.191 -0.207 -0.198 0.569 0.142
C 3.846 -25.670 11.028 0.227 -0.816 -0.999 0.001
C -3.912 -20.541 13.005 -0.507 -1.428 -0.513 -0.311
N -0.145 -26.802 3.944 -0.318 -1.486 -0.095 -0.155
H 1.308 -20.354 10.571 0.275 0.157 0.085 0.080
C -0.602 -25.728 4.625 -0.070 0.893 -1.389 -0.318
H -6.043 -20.531 14.573 0.430 -0.030 -0.346 0.098
H -1.318 -28.590 3.750 -0.290 0.285 0.024 0.101
H 1.907 -24.743 9.152 0.204 0.200 -1.093 0.104
C -5.309 -19.793 14.896 -0.209 -0.626 0.259 0.000
O 1.862 -26.308 12.816 -0.885 0.182 -1.601 0.079
H 1.563 -27.268 2.859 -0.099 -0.288 -0.288 0.096
H 0.911 -25.674 2.610 -0.185 -0.085 -0.601 0.085
H 2.167 -21.478 11.687 0.106 0.249 0.096 0.091
H 1.187 -26.369 8.997 0.091 -0.044 0.137 0.098
H 2.968 -26.229 8.757 -0.294 0.503 -0.734 0.108
N 2.431 -25.926 10.652 1.449 0.208 1.346 -0.149
H -5.870 -18.888 15.128 0.425 0.529 -0.723 0.103
O -0.406 -24.571 4.249 -0.012 -0.346 0.617 -0.005
H -1.268 -25.937 5.476 0.332 -0.304 0.039 0.138
H -0.811 -28.178 5.429 -0.238 0.190 -0.149 0.088
H 4.425 -26.499 10.620 0.071 -0.299 -0.174 0.105
O -4.551 -21.577 12.877 0.379 0.420 -0.254 0.071
C 2.090 -25.813 9.251 0.255 -0.161 1.233 -0.020
H 4.141 -25.664 12.077 -1.019 0.264 0.006 0.102
H 0.302 -28.839 4.263 0.244 0.162 -0.008 0.093
N 2.115 -19.409 12.344 0.651 -1.465 -0.365 -0.156
H 3.133 -20.512 13.981 -0.235 -0.671 -1.187 0.101
C 2.020 -18.147 11.842 1.111 1.917 1.506 -0.276
H 3.055 -18.896 14.212 -0.172 0.735 -0.800 0.101
C 1.537 -26.207 11.633 0.423 -0.169 1.169 -0.280
H -4.980 -20.095 15.890 0.463 -0.289 -0.010 0.107
H 0.612 -20.711 12.150 -0.269 -0.794 -0.231 0.091
H -2.394 -18.568 13.587 -0.557 0.239 -1.034 0.082
C -0.539 -28.153 4.374 0.541 0.057 -0.053 -0.038
```
Positions in Å, forces in eV/Å.

---

Entry 2:
ORCA calculation (ωB97M-V/def2-TZVPD) on a molecular structure, C12H29AlNO7 in a non-equilibrium geometry.

HOMO-LUMO gap = 0.2463 Ha
E_LUMO = 2.48 eV
Total charge = -1

```
50
Properties=species:S:1:pos:R:3:forces:R:3:lowdin_charge:R:1
H -1.169 -1.843 -0.834 -0.097 0.010 0.069 0.091
O -0.943 -5.481 0.333 -0.073 -0.070 -0.067 0.008
H -5.100 -0.256 1.683 -0.044 -0.032 -0.097 0.070
H 0.348 5.366 -0.734 -0.121 -0.200 0.433 -0.030
H 2.386 -4.362 1.791 -0.196 -0.013 0.030 0.127
H 3.087 -5.985 3.583 0.026 -0.003 -0.057 0.078
C 2.181 -6.152 2.999 -0.262 -0.090 0.086 -0.070
H 2.050 -7.226 2.849 0.125 -0.001 -0.037 0.079
O 1.303 3.921 -3.375 0.577 -0.822 1.034 -0.279
C 4.264 4.049 -1.688 -1.022 0.864 1.164 -0.245
H 3.021 4.159 0.165 -0.120 -0.075 -0.165 0.091
H 1.330 -5.800 3.581 0.054 0.102 -0.026 0.072
H -2.602 -5.394 1.575 0.065 0.109 0.048 0.097
N 2.506 2.384 -0.888 -1.067 1.270 -0.102 -0.131
H -5.553 1.784 -0.549 0.222 0.066 -0.050 0.121
H -0.142 4.041 0.423 -0.124 0.290 -0.116 -0.025
H -2.908 -5.230 -0.160 0.201 -0.108 -0.093 0.094
H 3.928 3.522 -2.582 0.263 0.128 -0.043 0.081
H 4.147 6.008 -2.703 -0.116 0.214 0.193 0.058
O -3.716 0.970 -0.357 -0.186 0.106 -0.083 0.047
H 5.343 3.935 -1.508 -0.152 0.012 -0.342 0.080
O -0.126 -4.344 2.099 -0.024 0.220 0.295 0.127
H -0.900 -1.299 0.852 -0.082 -0.106 -0.046 0.096
C -5.126 0.855 -0.173 -0.430 0.016 0.066 -0.222
Al 0.960 3.064 -1.769 -0.340 -0.066 -0.365 0.106
C 0.010 -5.105 1.182 -0.011 -0.134 -0.270 -0.619
C -3.032 -0.167 -0.239 0.515 0.288 0.002 -0.613
H -5.524 0.047 -0.791 0.136 -0.098 0.084 0.121
O -3.502 -1.254 -0.012 -0.238 -0.308 0.005 0.099
C -5.495 0.678 1.286 0.156 -0.102 0.187 -0.072
C 3.865 5.560 -1.747 0.496 -1.286 0.160 -0.126
C -2.235 -4.954 0.648 -0.375 0.181 -0.016 -0.032
O -1.747 0.109 -0.402 -0.277 -0.064 0.049 -0.001
H -2.212 -3.868 0.724 0.036 -0.034 0.085 0.084
C -0.885 -1.004 -0.198 0.490 -0.192 0.020 -0.045
H 3.140 -5.794 1.116 -0.162 -0.059 -0.178 0.121
H -6.579 0.672 1.410 0.002 0.047 -0.040 0.074
H 4.361 6.047 -0.897 -0.118 0.240 -0.295 0.061
C -0.128 4.371 -0.625 0.645 0.099 -0.602 -0.220
H -5.075 1.489 1.884 -0.080 0.074 -0.061 0.082
H 0.028 1.780 -2.102 0.042 -0.257 -0.075 -0.074
H 4.256 2.875 0.120 -0.254 0.391 0.228 0.081
H 2.951 1.661 -1.436 0.261 -0.060 0.038 0.017
H -1.150 4.497 -1.013 0.134 -0.244 0.197 -0.027
H 0.121 -0.686 -0.461 -0.122 0.265 -0.056 0.091
C 2.269 -5.439 1.666 0.438 0.073 0.299 -0.214
H 0.596 4.536 -3.502 -0.549 0.593 -0.253 -0.044
C 3.475 3.397 -0.475 1.544 -1.475 -0.793 -0.348
O 1.139 -5.721 0.833 0.129 -0.084 -0.119 0.037
H 2.785 5.588 -1.585 0.083 0.327 -0.324 0.043
```
Positions in Å, forces in eV/Å.

---

Entry 3:
ORCA calculation (ωB97M-V/def2-TZVPD) on a molecular structure, C12H29Cl2N2PSYb in a non-equilibrium geometry.

HOMO-LUMO gap (alpha / beta) = 0.1921 / 0.1874 Ha
⟨S²⟩ = 0.84
2S+1 = 2
E_LUMO (alpha / beta) = 2.82 / 2.82 eV
Total charge = -1

```
48
Properties=species:S:1:pos:R:3:forces:R:3:lowdin_charge:R:1
H -2.013 -1.737 -0.262 0.223 -0.133 0.396 0.040
H -0.231 1.133 -4.683 0.052 -0.140 0.106 0.056
H -1.686 -1.289 3.594 -1.282 -0.559 -2.131 -0.304
H 1.228 -3.581 -3.156 -0.231 0.274 0.317 0.072
H -2.102 -2.788 -1.684 0.142 -0.294 -0.091 0.052
C 0.394 2.439 6.036 -1.152 0.367 -0.849 -0.191
C -0.412 0.274 5.622 -2.286 -1.252 2.137 -0.840
H -1.520 1.648 6.775 0.911 -0.247 -0.648 0.130
H 0.913 3.243 -1.682 0.143 -0.154 -0.023 0.069
C 2.335 -1.257 -2.430 -0.068 0.546 0.125 -0.144
C 0.019 1.443 -2.514 0.141 0.060 -0.811 -0.563
P -0.251 -0.294 -1.935 2.202 -0.293 2.162 1.030
Cl 1.074 -2.480 1.491 0.028 -0.347 0.094 -0.341
H 0.844 -1.240 -4.012 0.117 -0.026 0.082 0.085
C 0.491 1.548 -3.974 0.027 0.295 -0.032 -0.141
N 0.865 0.301 5.182 1.986 0.342 -1.299 -0.138
H 0.768 3.007 6.874 -0.243 0.108 0.479 0.100
H -3.459 -1.057 -3.710 0.151 0.055 -0.003 0.063
H -0.494 -3.170 -3.085 0.449 0.237 0.316 0.055
Yb 0.123 -0.560 2.775 -0.035 0.653 0.484 0.484
C -2.014 -0.642 -2.090 -0.188 -0.307 -2.198 -0.580
S -1.633 -0.853 4.986 2.250 0.451 1.013 0.518
C 0.497 -2.907 -2.665 0.081 0.141 -0.122 -0.140
H 0.515 -3.091 -1.569 -0.116 -0.023 -0.622 0.056
H -2.377 0.284 -4.071 0.157 -0.221 0.172 0.057
C -2.423 -1.853 -1.252 -0.062 0.703 -0.324 -0.127
H 2.694 -0.228 -2.539 -0.056 -0.081 0.113 0.053
H 2.382 -1.535 -1.373 0.080 0.090 -0.100 0.064
H -1.787 -1.402 -4.185 -0.200 0.335 0.381 0.065
C -2.419 -0.706 -3.597 -0.608 -0.431 0.189 -0.126
N -0.612 1.417 6.355 -0.363 1.086 0.529 -0.036
H -0.953 1.949 -2.429 0.042 -0.170 0.033 0.101
Cl -1.288 0.909 1.437 -0.665 0.485 -0.360 -0.262
H 2.368 1.564 6.109 -0.348 -0.184 -0.268 0.109
H -0.036 3.113 5.297 0.137 0.451 -0.115 0.108
H 0.718 1.897 -0.524 0.239 0.148 -0.169 0.024
H 1.390 -0.572 5.091 0.179 0.470 0.644 0.108
H -2.479 0.247 -1.671 -0.005 0.127 0.254 0.088
H 0.634 2.596 -4.268 0.079 -0.040 0.105 0.067
H 2.035 1.844 -1.741 -0.410 0.119 0.130 0.067
H 1.897 1.996 4.431 -0.387 0.064 0.608 0.070
C 0.911 -1.429 -2.931 -1.501 -0.439 -0.318 -0.562
H 1.454 1.035 -4.117 -0.250 0.110 0.032 0.060
H 3.008 -1.886 -3.007 0.116 -0.228 -0.057 0.069
H -3.497 -1.857 -1.162 -0.538 -0.161 0.010 0.067
C 0.991 2.154 -1.555 -0.129 -0.140 0.041 -0.144
H 1.625 0.721 2.406 0.245 0.008 0.285 -0.182
C 1.513 1.649 5.414 0.945 -1.855 -0.697 -0.162
```
Positions in Å, forces in eV/Å.

---

Entry 4:
ORCA calculation (ωB97M-V/def2-TZVPD) on 2 unconnected molecules or ions with the total composition C12H29N in a non-equilibrium geometry.

HOMO-LUMO gap = 0.3487 Ha
SMILES = CCN(CC)CC.CCCCCC
E_LUMO = 1.01 eV
Relative energy (zero: lowest compared OMol25 entry of this formula, charge and spin) = 31.6 kcal per mole

```
42
Properties=species:S:1:pos:R:3:forces:R:3:lowdin_charge:R:1
C -1.433 1.260 4.564 0.002 -3.291 -7.309 -0.209
C 0.848 0.901 -4.775 -1.149 -1.638 -1.939 -0.089
H 0.565 1.437 3.898 -0.136 -0.269 -0.970 0.079
H -0.041 0.938 6.712 0.438 -0.539 0.234 0.059
C 0.260 -0.866 -1.975 3.892 7.354 -0.474 -0.275
C -2.044 1.853 3.147 4.477 -0.161 1.057 -0.150
H -0.088 -3.688 -2.491 1.495 -0.277 1.346 0.068
H 2.213 -2.518 -4.255 0.059 0.543 -3.098 0.043
H -2.070 1.294 5.307 -3.062 1.040 4.081 0.045
H 0.422 -0.650 0.275 1.884 -0.969 -2.240 0.100
C 0.681 0.899 5.885 -1.276 -1.191 -0.455 -0.115
H -2.700 1.047 0.288 -1.066 0.289 0.159 0.052
H -0.522 -0.633 -4.508 -4.673 -0.645 0.225 0.050
N 1.106 -0.970 -3.186 0.302 -1.916 -1.577 -0.150
C 0.464 -0.560 -4.507 5.225 0.682 1.185 -0.246
C -0.065 1.625 4.745 3.732 2.768 1.110 -0.365
H 1.174 -4.655 -3.502 -1.082 1.937 0.180 0.108
H -1.616 2.883 3.093 -0.988 -0.276 0.185 0.111
H 1.993 -0.279 -0.720 -0.476 0.940 -0.121 0.049
H -1.382 0.115 4.367 -0.265 1.379 0.223 0.141
H 0.132 2.765 4.854 -0.740 -1.495 0.215 0.142
H 2.793 -2.480 -2.845 -2.709 0.307 0.518 0.133
H 1.509 1.556 6.185 0.334 -1.036 -0.162 0.064
H 0.717 1.458 -3.874 -0.763 0.862 0.208 0.051
H -1.499 0.045 1.835 0.592 1.770 0.875 0.129
H -0.434 -1.503 -1.923 -5.300 -5.669 0.258 0.004
H -1.128 1.242 -0.246 -0.730 1.089 1.298 0.058
C 1.104 -0.905 -0.695 0.478 -1.622 1.573 -0.100
H 0.873 -1.169 -5.336 -0.235 0.090 0.613 0.120
H -0.006 -3.318 -3.841 -5.319 1.887 -6.785 -0.051
C -1.852 1.644 0.569 1.492 0.710 -2.042 -0.147
H -0.471 0.161 -2.003 2.493 -2.197 -0.162 0.164
H 0.870 -0.259 5.559 0.001 2.974 1.088 0.130
H -2.015 2.773 0.389 0.202 -1.820 0.416 0.102
C -1.336 1.199 1.926 0.406 -1.365 0.120 -0.313
C 0.678 -3.631 -3.286 6.232 -1.397 4.896 -0.046
H -0.228 1.429 2.022 -1.298 -0.548 -0.233 0.106
H 0.211 1.109 -5.730 1.306 0.750 1.786 0.111
H 1.908 0.903 -4.953 0.450 0.274 -0.538 0.057
H -3.071 1.829 3.035 -2.125 -0.009 0.133 0.070
H 1.760 -1.932 -0.632 -2.398 1.837 0.193 0.112
C 1.720 -2.347 -3.369 0.298 -1.153 3.928 -0.201
```
Positions in Å, forces in eV/Å.

---

Number 1: DFT total energy -1311.343818 hartree. Number 2: DFT total energy -1298.621443 hartree. Number 3: DFT total energy -3402.766165 hartree. Number 4: DFT total energy -529.123042 hartree.